No. 1
Computed, not measured: a single C9H20OSi molecule at a distorted geometry, with the ωB97M-V functional and the def2-TZVPD basis.

Computed properties:
Charge: 0
HOMO level: -0.3514 hartree
SMILES string: CC/C=C/[Si](CC)(CC)OC

Positions of all 31 atoms, in Å:
Si 0.65865 0.90691 0.58247
O 0.96801 0.19334 1.96258
C 3.42415 0.96362 -0.04206
C -0.83650 -0.98319 -1.09026
C -0.80243 2.11944 0.83984
C 0.26342 -0.33856 -0.93413
C 0.45798 -1.06894 2.38387
C -2.01875 1.75665 1.73619
C 2.22964 1.84320 -0.05038
C -1.96931 -2.96558 -2.15513
C -1.14655 -1.71155 -2.38148
H -2.93446 -2.80243 -2.55570
H -0.16411 -2.15269 -2.86726
H 0.94488 -0.45123 -1.69872
H -1.60279 -3.76712 -2.88218
H -1.80901 1.80056 2.81401
H -1.57639 -0.90479 -0.29395
H -2.07407 -3.24435 -1.11399
H 3.38245 0.02827 -0.68289
H -2.50499 0.76555 1.35370
H -0.45589 3.00772 1.39506
H -1.23376 2.53302 -0.03660
H 2.28844 2.69624 0.58179
H 3.53702 0.71716 1.00680
H 0.11723 -1.65611 1.43803
H 1.33801 -1.51937 2.73429
H 2.14380 2.25828 -1.04021
H -0.56583 -0.83746 2.86057
H 4.35033 1.46273 -0.35326
H -1.57427 -1.08896 -3.25312
H -2.83489 2.43965 1.74217

Here are the Mulliken charges for atoms 1 to 8, given in e: 0.248, -0.261, -1.130, 0.040, -0.579, -0.878, -0.586, -1.146

No. 2
Computed, not measured: a molecular structure, C7H10NO2 at a distorted geometry, with the ωB97M-V functional and the def2-TZVPD basis.

Computed properties:
Charge: +1
HOMO level: -0.5409 hartree

Positions of all 20 atoms, in Å:
O 1.83981 -2.21955 0.18710
O -0.17841 2.07758 0.30693
N 0.42423 -0.05155 0.19446
C 0.62460 1.25630 -0.04941
C 2.89109 0.07630 -0.13506
C -0.76479 -0.63570 0.35370
C -3.23632 -0.96837 0.01192
C 1.96091 -1.05988 0.11569
C 2.12790 1.44161 -0.41434
C -2.01634 0.00935 0.32553
H -4.16243 -0.80408 0.60994
H 3.59049 0.09763 0.69156
H 3.48072 -0.34262 -1.09412
H 2.17492 1.79250 -1.35674
H -2.23201 0.61428 1.21845
H -2.86432 -2.03001 0.00843
H 2.40897 2.29582 0.16824
H -3.29282 -0.61638 -1.00287
H -0.85880 -1.74697 0.24241
H -1.91737 0.81376 -0.38184

Here are the Mulliken charges for atoms 1 to 8, given in e: -0.329, -0.525, -0.105, 0.486, -0.397, 0.018, -0.999, 0.519

No. 3
Computed, not measured: 40 unconnected molecules or ions with the total composition H80O40 at a distorted geometry, with the ωB97M-V functional and the def2-TZVPD basis.

Computed properties:
Charge: 0
HOMO level: -0.3826 hartree

Positions of all 120 atoms, in Å:
O -0.45095 -1.88871 2.73527
O -4.76136 -1.40350 3.93696
O -0.45902 -0.28236 5.40792
O 3.54092 -2.12781 2.58159
O 5.62589 -0.71554 0.41190
O -1.16706 1.37864 2.67016
O -3.33781 -0.38953 -0.51265
O 4.72033 -0.31384 -2.70287
O 4.34496 -4.20190 1.26662
O 0.23746 1.45078 -0.76037
O 2.38609 5.39642 2.90555
O -5.85000 2.07260 1.13788
O 1.19822 -2.37257 4.97905
O 2.47813 0.29372 0.93692
O -3.66086 2.45567 2.22128
O -3.74194 0.10465 -3.57283
O 2.05165 1.76056 4.40990
O -3.07839 -3.75659 2.68192
O 3.94290 2.15379 -3.90665
O -1.22637 1.31151 -5.61708
O -0.60658 -1.68855 -5.54257
O -5.65900 1.59143 -1.61199
O 2.34748 3.38494 0.77399
O -0.76174 -4.37898 -2.52958
O -0.83576 4.18010 -1.58048
O 2.89076 5.40959 -0.11709
O 4.97030 1.50600 -0.82571
O -5.55022 -1.71542 1.02885
O -1.88648 -2.97823 -0.58979
O 0.62603 4.00088 -3.69604
O 0.75222 -3.83739 -5.06744
O -2.20964 4.49705 3.01692
O 3.31935 -1.02309 5.04855
O -2.59411 -3.08461 -4.33350
O 1.12633 -2.48784 -0.03116
O -2.57135 3.78396 0.43322
O 0.40291 -4.19219 2.71525
O -1.05868 -0.64996 -1.75785
O 0.88503 -0.36021 -3.43084
O 3.48858 -3.41985 -1.59194
H 1.34851 -3.90841 2.86821
H 2.87451 2.62699 1.09915
H -2.72209 -2.73019 -0.31224
H -1.99947 4.90006 2.16105
H 2.08192 -0.54372 1.25167
H 0.10077 -4.25133 -4.47794
H -1.55826 -3.86938 -0.36045
H 3.53580 -1.67942 3.47584
H -2.91200 -3.20289 1.93427
H 1.78448 3.56805 1.56123
H -1.08506 -1.17595 2.49308
H 0.47387 -2.53361 5.53307
H 0.34576 -3.47378 -5.91695
H -2.92731 2.89444 0.39261
H -2.83780 0.41093 -3.49611
H -4.72944 -1.65350 0.54943
H -4.84641 -0.71797 3.24200
H 4.41239 0.77198 -1.14165
H -4.24287 -2.11757 3.56065
H -1.09564 2.18399 -6.04554
H 6.11734 -1.16601 -0.31507
H 1.00865 4.85034 -3.38320
H 2.96409 1.46959 4.20613
H -3.16825 1.64817 2.36598
H 2.64559 -3.06975 -1.73008
H 0.72642 -2.30177 4.13515
H -1.98329 0.86503 -6.00240
H -2.94157 0.33858 -0.05253
H -1.08465 0.60840 2.10081
H -2.68646 -0.56498 -1.26205
H -0.57154 0.20117 -1.63548
H 0.25783 -0.48104 4.73881
H -3.68667 -4.25347 2.14175
H 0.13650 -1.26269 -5.04193
H 5.76532 1.08212 -0.51827
H 2.94158 -1.72961 1.99831
H -4.13629 -0.09537 -2.73546
H -3.13211 4.51036 0.27517
H 4.27128 -3.85943 2.10769
H -2.65875 -2.57384 -5.17438
H -5.86727 1.25340 -0.72867
H -1.00418 -0.99732 -2.61464
H 4.44980 1.64694 -3.19987
H 3.75597 -0.23115 -2.82631
H 0.52877 -3.07722 -0.45233
H 0.62605 1.58432 0.12934
H 2.05362 4.98139 -0.43546
H -0.84612 3.88271 -2.48102
H 2.84339 5.80485 2.16244
H 0.96064 -1.65626 -0.40980
H 1.06615 0.52473 -3.88699
H -1.43360 -5.01359 -2.51139
H 3.20130 6.28072 -0.14151
H 3.89123 -3.72175 -0.73817
H -6.21191 -1.43132 0.30957
H -0.49487 -2.21142 1.76769
H 3.88030 -3.56899 0.76939
H 2.37600 2.65690 4.24021
H -5.70561 2.54298 -1.41717
H -1.34513 3.97336 3.21704
H -4.82703 2.17532 1.38706
H 4.77269 -0.85150 -3.49601
H 1.42333 5.18403 2.65086
H 5.46975 -1.53663 0.96676
H -3.38913 3.21885 2.78873
H 2.93092 -1.43408 5.80396
H 0.42886 2.31453 -1.19880
H -1.74880 4.03162 -1.33652
H 3.45569 0.12137 0.63156
H -1.38485 -1.10356 -5.33965
H -0.96081 -3.41671 -2.38175
H -0.12414 -0.53947 6.23164
H 1.68712 -0.54980 -2.94207
H -1.32124 1.15750 3.61403
H 2.63743 -0.75236 4.45139
H -5.80119 1.31893 1.76127
H 3.86710 3.12336 -3.84167
H 1.34979 3.42835 -3.83783
H -2.42636 -3.99760 -4.49981
H 0.58148 -4.29362 1.72296

Here are the Mulliken charges for atoms 1 to 8, given in e: 0.235, -0.643, -0.638, -0.412, -0.585, -0.552, 0.316, -0.557

No. 4
Computed, not measured: a molecular structure, C43H46AsCdN5O2P at a distorted geometry, with the ωB97M-V functional and the def2-TZVPD basis.

Computed properties:
Charge: +1
HOMO level: -0.3766 hartree

Positions of all 99 atoms, in Å:
Cd -15.08103 -17.01380 6.00756
As -11.09641 -13.39564 2.29859
P -15.20940 -15.55034 3.76277
O -17.44214 -16.87701 5.82540
O -19.00173 -15.41693 5.16585
N -15.79826 -19.45137 5.45991
N -15.23450 -18.21744 8.14211
N -16.65346 -15.06519 7.78395
N -13.24733 -18.51117 5.45457
N -12.91045 -16.58586 7.38519
C -16.11955 -13.63368 5.70979
C -9.14003 -15.59045 1.71636
C -9.14987 -17.17820 -0.09004
C -18.30306 -12.78080 8.02169
C -14.26961 -17.78511 9.14600
C -10.42576 -16.65985 -0.43430
C -14.87499 -20.02291 4.49692
C -13.49140 -15.23905 2.88163
C -17.64922 -17.36800 0.38324
C -16.08737 -13.02199 3.24253
C -13.39610 -11.48872 -1.40950
C -11.02518 -15.65916 0.29784
C -10.97708 -18.43219 4.82784
C -13.47459 -19.41063 4.54220
C -8.54690 -16.62787 1.02700
C -17.00388 -12.39725 5.87433
C -16.96618 -14.54364 8.93454
C -16.22411 -16.23504 2.46236
C -14.00349 -11.50898 -0.15748
C -17.40748 -15.60375 1.99096
C -17.95116 -15.67262 5.76798
C -11.42547 -12.65459 -0.53421
C -12.46997 -19.97553 3.75292
C -18.16931 -16.19621 0.96904
C -17.46540 -11.64852 4.70460
C -18.08378 -13.20765 6.63922
C -12.11368 -12.64944 0.75015
C -16.50195 -18.00563 0.81365
C -17.83555 -13.45319 9.11505
C -10.37579 -15.09272 1.39322
C -17.17154 -14.49012 6.51395
C -15.76329 -17.40449 1.81053
C -15.82129 -13.92539 4.26565
C -12.74846 -13.98430 3.37551
C -11.17040 -19.49551 3.94992
C -15.12325 -19.68414 7.88161
C -11.79591 -16.75147 6.46262
C -12.91855 -17.46704 8.62635
C -16.94248 -11.87488 3.46194
C -12.14216 -12.11156 -1.62102
C -13.31113 -12.03460 0.92903
C -12.04887 -17.92737 5.52356
C -16.06771 -20.10544 6.83125
H -15.95404 -21.21819 6.71337
H -12.83104 -16.13054 3.00090
H -12.30474 -16.89567 9.38628
H -13.60903 -11.74104 1.97774
H -12.91890 -15.66396 7.82121
H -13.80275 -15.12824 1.81196
H -10.94775 -17.04775 -1.25802
H -9.94450 -18.03478 4.96799
H -17.35615 -11.40921 2.59731
H -14.74219 -17.77472 2.01130
H -8.69612 -17.87755 -0.78299
H -15.25897 -19.91112 3.45611
H -16.16268 -18.93370 0.34008
H -10.45167 -13.21281 -0.60389
H -10.33141 -19.97891 3.45025
H -19.07869 -15.79301 0.62109
H -10.84505 -16.92726 6.95808
H -14.68032 -21.13822 4.63094
H -11.68671 -12.08831 -2.61339
H -7.63761 -17.01052 1.38738
H -16.33812 -11.84419 6.60852
H -16.18931 -18.07201 8.52144
H -11.66419 -15.90168 5.83143
H -15.77898 -13.27139 2.24264
H -18.29354 -10.90715 4.75619
H -17.94469 -13.31453 10.14926
H -14.08492 -18.68402 9.80742
H -17.12861 -19.95314 7.08742
H -13.91522 -10.97329 -2.20833
H -14.67257 -16.88965 9.67468
H -16.57887 -14.97697 9.83913
H -15.23366 -13.54112 6.30026
H -12.28811 -18.41962 8.50840
H -12.30377 -14.13336 4.33527
H -13.40699 -13.05796 3.44755
H -12.59393 -20.80695 3.08943
H -11.98176 -15.22110 0.02791
H -14.97262 -11.06036 -0.09166
H -18.25047 -17.76724 -0.38351
H -17.73291 -14.64136 2.43297
H -16.74165 -19.26910 5.07934
H -14.06109 -19.85566 7.54671
H -19.11979 -12.08164 8.12316
H -18.96077 -13.26658 5.97492
H -8.57194 -15.08637 2.49432
H -15.29618 -20.25702 8.80653

Here are the Mulliken charges for atoms 1 to 8, given in e: 4.865, 0.356, -1.079, -0.716, -0.731, -0.282, -0.678, -0.113

No. 5
Computed, not measured: 4 unconnected molecules or ions with the total composition C17H30Cl2FN8O4S at a distorted geometry, with the ωB97M-V functional and the def2-TZVPD basis.

Computed properties:
Charge: +1
HOMO level: -0.3865 hartree

Positions of all 63 atoms, in Å:
Cl -1.45329 -4.04102 -5.40625
Cl 0.15583 -3.97171 -1.62346
S -0.67821 -0.31118 -0.74258
F -0.95856 2.88386 -4.95475
O 0.37173 0.63609 6.37525
O -0.30866 -3.37773 1.34785
O 0.29056 1.83230 -3.47857
O 0.51600 3.18855 2.29397
N -0.69025 -2.29199 3.30490
N -0.13820 -2.27708 -3.66886
N 1.57747 -2.03058 -5.27773
N 0.08686 -0.43576 -5.16822
N 1.00480 -0.12121 -6.09994
N 1.23403 2.70678 6.05967
N -1.27020 -1.81763 -2.96539
N -0.21532 3.86648 0.25604
C -0.24534 -4.73071 -4.26459
C 0.48299 1.80415 6.70587
C 0.04445 3.99610 -1.16327
C 1.32007 4.08967 6.48480
C 1.98317 2.27440 4.89075
C -1.01929 0.48025 -4.97620
C -1.00522 -1.00349 -2.06563
C -0.94000 -5.88869 -3.55058
C -1.48398 4.33329 0.79346
C 0.47307 -1.62649 -4.63050
C 0.38181 -3.61319 -3.33608
C 1.89293 -1.11631 -6.14124
C -0.94965 -3.53609 4.01253
C -0.38789 -2.35342 2.00680
C -0.49821 1.78027 -4.37447
C -0.77025 -1.03792 4.04191
C 0.68214 3.32509 1.09769
H 0.70492 4.25182 7.36739
H -1.41884 0.72325 -5.96391
H 0.56092 -5.15311 -4.85381
H 1.02821 3.60292 -1.40746
H 0.97085 4.74412 5.68398
H 2.35523 4.34021 6.72462
H -2.01139 3.50627 1.27027
H -0.54951 -0.19555 3.38819
H -1.78994 -4.05607 3.55137
H -0.07428 -4.18335 3.95612
H -0.05516 -1.04348 4.86006
H -0.70842 3.43980 -1.72257
H -1.84146 0.05846 -4.41500
H -1.79576 -5.55069 -2.97740
H 2.53250 3.11284 4.47317
H 1.44736 -3.63068 -3.51463
H 1.60967 3.00168 0.59332
H -0.21085 -1.37103 1.53452
H -0.24476 -6.49007 -2.97538
H 1.30027 1.88357 4.14251
H -2.09499 4.74135 -0.00745
H -1.33736 -6.51941 -4.34509
H 0.00049 5.04818 -1.45237
H -0.04535 2.21960 7.57968
H 1.03395 0.70259 -6.68021
H 2.68024 1.48349 5.17544
H -1.77602 -0.91817 4.44758
H -1.17860 -3.32376 5.05290
H 2.72989 -1.14279 -6.81372
H -1.30721 5.10291 1.54471

Here are the Mulliken charges for atoms 1 to 8, given in e: -0.200, -0.017, -0.241, -0.248, -0.589, -0.628, -0.384, -0.609

In order of appearance, frontier orbital gap = 10.54 9.30 9.73 7.93 6.92 eV.